15
Properties=species:S:1:pos:R:3 method="wB97M-V/def2-TZVPD" relative_energy_kj_mol=242.96 homo_lumo_gap_ev=9.9 molar_mass_da=125.242 charge=+1 lumo_energy_ha=-0.151
C -1.606 -2.031 0.349
C -0.698 -0.186 0.075
N 0.562 -0.317 0.244
N 1.945 1.930 0.192
S -3.551 0.499 -0.141
S -1.609 1.200 -0.067
H -2.095 -2.363 -0.593
H -0.826 -2.693 0.506
H -2.355 -1.851 1.102
H 0.933 -1.228 0.447
H 1.023 0.672 0.311
H 2.888 1.561 0.010
H 1.647 1.999 -0.769
H 2.042 2.869 0.527
H -3.710 0.249 -1.441

34
Properties=species:S:1:pos:R:3 method="wB97M-V/def2-TZVPD" relative_energy_kj_mol=37.44 s_squared=9.333 homo_lumo_gap_ev="8.6 / 8.6" molar_mass_da=647.449 charge=+2 spin_multiplicity=6 lumo_energy_ha="-0.258 / -0.256"
Dy 0.537 -0.648 -1.448
Br -3.704 3.680 2.218
C -2.703 2.473 1.228
C -2.772 2.466 -0.158
C -1.990 1.554 -0.831
N -1.180 0.668 -0.229
C -1.133 0.668 1.119
C -1.872 1.564 1.871
C -0.245 -0.346 1.759
C -0.190 -0.493 3.130
C 0.632 -1.473 3.678
Br 0.707 -1.694 5.518
C 1.380 -2.279 2.837
C 1.279 -2.064 1.478
N 0.493 -1.120 0.933
H -3.407 3.152 -0.698
H -2.011 1.538 -1.911
H -1.821 1.573 2.947
H -0.782 0.121 3.789
H 2.024 -3.057 3.219
H 1.846 -2.677 0.792
Cl 3.136 0.105 -2.096
C 3.217 1.676 -1.248
Cl 1.654 1.924 -0.428
H 3.361 2.459 -1.983
H 4.009 1.635 -0.509
F 0.761 -3.905 -2.964
C 0.576 -2.759 -2.480
F 1.234 -1.765 -3.378
F 1.681 -2.563 -1.367
N -1.013 -0.122 -3.446
H -1.018 0.810 -3.858
H -1.993 -0.358 -3.294
H -0.692 -0.743 -4.189

7
Properties=species:S:1:pos:R:3 method="wB97M-V/def2-TZVPD" relative_energy_kj_mol=167.15 s_squared=0.752 homo_lumo_gap_ev="7.2 / 7.0" molar_mass_da=93.344 charge=0 spin_multiplicity=2 lumo_energy_ha="-0.016 / -0.069"
C -2.492 -0.407 0.153
C -1.681 0.521 0.144
O -0.436 0.849 -0.111
C 0.538 -0.271 -0.345
O 0.015 -1.355 -0.301
H -3.250 -1.116 -0.126
Mg 2.640 0.499 -0.270

10
Properties=species:S:1:pos:R:3 method="wB97M-V/def2-TZVPD" relative_energy_kj_mol=13.79 homo_lumo_gap_ev=8.1 molar_mass_da=126.182 charge=-1 lumo_energy_ha=0.127
S -0.367 -1.266 -1.564
S -1.365 -1.679 0.263
H -0.287 -0.032 -1.129
H -0.254 -1.299 0.966
N 1.809 2.454 0.733
C 0.819 1.440 0.644
O -0.091 1.641 -0.211
O 0.958 0.464 1.444
H 2.267 2.429 1.673
H 1.479 3.375 0.452